C24H20BF5N9NaOTe as an isolated structure, computed with ωB97M-V with the def2-TZVPD basis set.

```
62
C24H20BF5N9NaOTe, DFT ωB97M-V with the def2-TZVPD basis set
Na 1.17365 0.03407 0.18602
C 0.08451 -3.99217 1.33952
C -1.25441 -3.72097 1.59908
C -1.59277 -2.49478 2.12005
C -0.59397 -1.53650 2.35427
N 0.69783 -1.80268 2.11512
C 1.00772 -3.00559 1.61314
N -0.96745 -0.34697 2.95941
C -1.15826 0.73835 2.30549
N -1.04101 1.01220 0.96714
C -1.45812 2.29196 0.76796
N -1.52368 2.98648 -0.32173
C -1.25958 2.38256 -1.54573
C -0.23658 2.91502 -2.34770
C 0.01982 2.35421 -3.57904
C -0.75409 1.28030 -4.00451
C -1.76015 0.84373 -3.16111
N -2.02926 1.37826 -1.97124
C -1.83258 2.92323 2.06948
C -2.28700 4.18545 2.39648
C -2.54438 4.45045 3.73933
C -2.34646 3.47132 4.71190
C -1.88953 2.20183 4.36741
C -1.64049 1.95342 3.03276
H 0.41077 -4.92977 0.91123
H -2.02267 -4.45310 1.37796
H -2.61719 -2.22289 2.33595
H 2.05672 -3.17061 1.40973
H 0.34636 3.73944 -1.95778
H 0.83265 2.72337 -4.19320
H -0.56610 0.77678 -4.94361
H -2.37434 -0.00647 -3.44449
H -2.42893 4.93198 1.62472
H -2.89621 5.43126 4.03976
H -2.54656 3.70905 5.75096
H -1.72000 1.42988 5.10767
B 1.58899 -2.46143 -2.31317
N 2.14879 -1.08919 -2.81377
C 2.89635 -0.90457 -3.91200
C 3.33985 0.40517 -3.93011
C 2.79291 0.94794 -2.75966
N 2.07219 0.05082 -2.09800
N 0.07176 -2.34116 -2.05487
C -0.94500 -2.89117 -2.73985
C -2.13020 -2.47091 -2.16475
C -1.71663 -1.62838 -1.11991
N -0.39365 -1.56493 -1.05894
H 1.75075 -3.25490 -3.22470
H 2.16576 -2.78564 -1.29952
H 3.05479 -1.72268 -4.59551
H 3.96315 0.88511 -4.66634
H 2.87986 1.95251 -2.37270
H -0.74445 -3.53835 -3.57900
H -3.13562 -2.72102 -2.46384
H -2.29854 -1.03199 -0.43696
F 1.70118 -0.70844 4.21881
Te 2.88621 -0.29051 2.80492
F 3.72365 0.57125 4.27062
F 2.91895 -1.09683 1.04093
F 3.58439 -1.95985 3.26212
F 4.61757 0.13975 2.14215
O 1.91871 1.04730 2.13164
```

The largest force on an atom comes out at 0.015 Eh/bohr. The net charge is -2. The energy relative to the best compared isomer or geometry (same formula, charge and spin) is 0.000 eV. As for the HOMO-LUMO gap: 6.6 eV. The value obtained for the molecular weight is 706.88 Da.